ORCA calculation (the ωB97M-V functional and the def2-TZVPD basis) on a structure of composition C12H30F2N3O8S2Sn at a distorted geometry.

XYZ file:
```
58
Properties=species:S:1:pos:R:3:forces:R:3:lowdin_charge:R:1
Sn -0.0588 -0.2535 -0.0411 -0.367 1.083 0.727 1.74
N 0.1987 2.5198 0.6116 3.306 -0.589 1.401 -0.32
S -0.4858 3.9162 0.7980 -4.530 4.794 -1.328 0.43
O -0.1004 4.9483 -0.1166 0.560 -0.876 0.489 -0.25
O -0.7770 4.3121 2.1534 0.684 -1.100 -0.675 -0.25
F -1.9344 3.5864 0.1720 0.438 -0.895 0.478 -0.20
S 1.6817 2.9955 1.3930 2.355 -0.272 0.617 0.57
O 1.8505 2.6548 2.7768 -1.219 -0.392 -0.516 -0.26
O 2.2816 4.2305 0.9864 -1.214 -0.929 -0.165 -0.22
F 2.6040 1.9062 0.6990 -0.359 0.671 0.319 -0.23
C -1.3855 1.0133 3.3376 -0.676 0.982 0.181 -0.07
O -1.0196 -0.0988 2.5410 -0.688 -0.450 -0.965 -0.33
C -0.4762 -1.1794 3.2519 1.217 -0.290 0.442 -0.21
C 1.0073 -0.8687 3.5181 -0.495 0.511 0.486 -0.16
N 1.6695 -0.3393 2.3336 -0.623 -0.068 -0.801 -0.08
C 2.4339 -1.2814 1.5379 0.794 0.049 0.912 -0.23
C 3.1325 -0.5910 0.3930 -0.317 -0.834 0.219 -0.18
O 2.1637 -0.0368 -0.5008 0.377 -0.362 -0.090 -0.49
C 2.7709 0.6851 -1.5693 0.123 0.408 -0.985 -0.05
H -0.5588 1.4515 3.8969 0.126 -0.095 -0.139 0.10
H -2.2248 0.8257 4.0150 0.227 -0.654 0.119 0.11
H -1.7995 1.7762 2.6799 0.514 0.035 -0.081 0.06
H -0.4882 -2.1296 2.7103 -0.658 0.247 -0.568 0.12
H -1.0335 -1.3329 4.1766 0.115 -0.063 0.111 0.14
H 1.5545 -1.7167 3.9375 -0.149 -0.048 0.150 0.13
H 0.9900 -0.0444 4.2321 0.368 -0.183 0.204 0.12
H 2.2540 0.4240 2.6512 -0.021 0.247 -0.404 0.10
H 1.8107 -2.1212 1.2191 -0.100 -0.040 -0.129 0.11
H 3.2400 -1.7001 2.1540 0.028 -0.369 -0.130 0.14
H 3.6795 -1.3552 -0.1620 0.330 0.229 -0.038 0.14
H 3.7777 0.1860 0.8067 0.115 -0.139 -0.390 0.14
H 3.5340 0.1080 -2.0988 -0.226 -0.359 0.255 0.11
H 3.2384 1.6093 -1.2257 -0.233 -0.202 -0.003 0.11
H 1.9777 0.9098 -2.2769 -0.012 0.141 -0.067 0.10
C 1.5839 -3.1518 -2.2235 0.989 -0.163 0.174 -0.07
O 1.2963 -1.7822 -2.4531 -0.287 0.036 0.484 -0.26
C 0.5156 -1.6078 -3.6003 -0.649 -0.098 -1.792 -0.23
C -0.9637 -1.8770 -3.3863 0.814 0.695 -0.201 -0.20
N -1.5911 -0.6949 -2.7655 0.696 -1.596 1.143 -0.09
C -2.9624 -1.0720 -2.4346 -0.693 0.239 0.511 -0.21
C -3.6306 0.0089 -1.5932 0.174 -0.245 -1.492 -0.21
O -2.8996 0.2460 -0.3999 -0.146 0.222 -0.842 -0.30
C -3.5568 1.2540 0.3568 0.525 0.153 1.590 -0.09
H 0.7071 -3.7899 -2.1010 -0.057 0.079 -0.236 0.09
H 2.1877 -3.2438 -1.3207 -0.190 0.282 0.251 0.09
H 2.2588 -3.5121 -3.0045 -0.392 -0.203 -0.253 0.11
H 0.8419 -2.2310 -4.4407 0.337 -0.373 0.297 0.13
H 0.6296 -0.6088 -4.0285 0.243 0.300 0.565 0.13
H -1.0145 -2.7787 -2.7748 -0.564 0.199 0.204 0.12
H -1.4567 -2.0725 -4.3434 0.101 -0.286 -0.060 0.13
H -1.5615 0.0372 -3.4664 -0.301 0.180 0.143 0.13
H -3.0811 -1.9968 -1.8620 0.970 -0.137 0.004 0.13
H -3.4617 -1.3057 -3.3808 -0.663 0.405 0.171 0.13
H -4.6602 -0.2657 -1.3614 -0.056 0.001 0.048 0.14
H -3.6363 0.8683 -2.2724 -0.178 0.597 0.585 0.13
H -4.4727 0.8760 0.8164 -0.129 -0.057 -0.299 0.11
H -3.7157 2.2196 -0.1224 -0.092 -0.400 -0.596 0.09
H -2.8648 1.4710 1.1711 -0.240 -0.020 -0.034 0.05
```
Positions in Å, forces in eV/Å.

Calculated values
Energy above the lowest of the compared OMol25 structures with the same formula, charge and spin: 21.32 kcal/mol
Gap between HOMO and LUMO: 0.2849 hartree
LUMO level: -0.1763 Ha
Maximum force: 6.73 eV/Å
Charge: +1
Highest occupied orbital energy: -0.461 Eh
DFT total energy: -2451.43263 a.u.